{"formula": "C16H64N32O20S", "method": "the ωB97M-V functional and the def2-TZVPD basis", "elements": ["S", "O", "O", "O", "O", "O", "O", "O", "O", "O", "O", "O", "O", "O", "O", "O", "O", "O", "O", "O", "O", "N", "N", "N", "N", "N", "N", "N", "N", "N", "N", "N", "N", "N", "N", "N", "N", "N", "N", "N", "N", "N", "N", "N", "N", "N", "N", "N", "N", "N", "N", "N", "N", "C", "C", "C", "C", "C", "C", "C", "C", "C", "C", "C", "C", "C", "C", "C", "C", "H", "H", "H", "H", "H", "H", "H", "H", "H", "H", "H", "H", "H", "H", "H", "H", "H", "H", "H", "H", "H", "H", "H", "H", "H", "H", "H", "H", "H", "H", "H", "H", "H", "H", "H", "H", "H", "H", "H", "H", "H", "H", "H", "H", "H", "H", "H", "H", "H", "H", "H", "H", "H", "H", "H", "H", "H", "H", "H", "H", "H", "H", "H", "H"], "xyz": [[3.884, -8.884, -7.930], [4.567, -3.562, -9.490], [2.625, -9.341, -3.218], [8.909, -3.897, -12.562], [-0.377, -11.934, -6.067], [4.424, -9.246, -9.298], [-0.524, -10.872, -11.650], [2.536, -8.238, -8.043], [8.133, -11.226, -5.452], [4.319, -8.253, -13.905], [7.404, -8.796, -0.530], [8.142, -4.503, -7.592], [9.278, -7.827, -8.747], [4.713, -5.110, -3.689], [-2.179, -7.832, -3.760], [4.804, -7.921, -7.260], [5.679, -13.510, -11.001], [-0.063, -5.058, -6.226], [4.372, -13.613, -3.774], [3.673, -10.083, -7.087], [-2.000, -8.699, -7.008], [0.898, -10.136, -6.637], [0.552, -7.062, -6.988], [3.776, -5.652, -9.892], [3.883, -10.782, -4.359], [7.373, -7.193, -7.969], [1.822, -12.018, -6.691], [4.655, -7.138, -4.621], [6.909, -9.321, -5.584], [8.464, -3.804, -5.638], [6.171, -8.190, -2.274], [-0.726, -9.431, -3.031], [4.069, -15.093, -5.310], [5.367, -8.831, -11.962], [5.561, -12.098, -9.280], [6.080, -5.602, -5.340], [3.074, -11.425, -2.430], [-0.956, -9.286, -10.110], [4.409, -11.626, -10.984], [0.012, -7.736, -4.130], [1.099, -9.726, -10.559], [2.419, -14.511, -4.074], [4.987, -5.335, -8.176], [-4.017, -8.438, -7.776], [2.128, -5.588, -6.699], [8.299, -3.404, -10.572], [7.518, -8.988, -9.317], [7.316, -10.080, -2.319], [6.324, -11.001, -6.750], [3.263, -8.260, -11.943], [7.812, -5.414, -11.328], [-3.493, -7.442, -5.977], [7.681, -2.375, -7.074], [8.186, -3.544, -6.808], [5.151, -5.957, -4.468], [0.790, -5.843, -6.621], [5.255, -12.485, -10.487], [4.500, -4.759, -9.252], [3.148, -10.430, -3.308], [7.056, -8.977, -1.693], [8.108, -8.036, -8.669], [0.685, -11.397, -6.424], [3.699, -14.440, -4.284], [7.223, -10.531, -5.894], [-1.055, -8.364, -3.663], [4.339, -8.465, -12.662], [-0.173, -10.006, -10.823], [8.296, -4.188, -11.570], [-3.094, -8.210, -6.926], [7.910, -1.600, -6.468], [8.031, -3.793, -9.680], [1.654, -10.274, -11.201], [5.491, -4.870, -7.435], [7.867, -10.748, -1.798], [6.529, -7.490, -7.500], [3.345, -6.250, -9.202], [4.912, -6.342, -8.143], [-3.813, -9.020, -8.576], [-4.741, -7.773, -8.007], [2.753, -4.809, -6.548], [7.209, -5.572, -10.532], [8.517, -4.757, -5.308], [5.834, -8.340, -3.214], [-2.920, -7.514, -5.148], [1.761, -13.026, -6.704], [2.636, -11.496, -6.980], [4.988, -15.510, -5.346], [1.982, -13.779, -3.533], [6.568, -9.179, -9.032], [-0.358, -7.490, -6.893], [4.078, -7.451, -3.853], [5.762, -7.425, -1.757], [7.572, -8.770, -5.058], [3.908, -11.931, -11.806], [3.466, -8.333, -10.956], [6.319, -8.789, -12.298], [4.136, -11.757, -4.435], [3.982, -10.233, -5.201], [7.457, -2.112, -8.023], [-0.125, -7.175, -4.959], [1.792, -15.122, -4.577], [6.339, -4.626, -5.335], [2.749, -11.387, -1.475], [-1.951, -9.141, -10.203], [0.253, -9.672, -2.966], [7.914, -6.402, -7.652], [8.702, -2.491, -10.727], [6.390, -6.218, -6.078], [3.280, -5.336, -10.713], [7.929, -9.362, -10.160], [2.483, -6.436, -7.116], [4.175, -10.818, -10.424], [-4.490, -7.307, -5.897], [-1.455, -9.954, -2.568], [5.323, -8.844, -10.953], [5.470, -11.124, -9.026], [0.067, -9.638, -6.352], [3.564, -12.287, -2.623], [7.974, -6.132, -12.018], [0.849, -8.290, -4.238], [6.148, -12.686, -8.707], [7.082, -10.224, -3.291], [5.494, -10.454, -6.927], [6.106, -8.888, -6.020], [3.299, -15.558, -5.769], [-0.433, -8.727, -9.451], [1.211, -7.515, -7.605], [4.404, -7.343, -5.578], [8.293, -3.143, -4.894], [2.360, -8.093, -12.362], [1.403, -9.320, -9.686], [1.728, -9.702, -7.016], [6.356, -11.914, -7.180]], "multiplicity": 1, "charge": -2, "relative_energy_kj_mol": 0.0, "orbital_gap_ev": 8.51, "lumo_ev": 3.23, "e_tot_ev": -117116.172}